1.
A structure of composition C30H41Cl2N2OP3SSn, computed with ωB97M-V with the def2-TZVPD basis set.

## Properties
- Total charge: +2
- HOMO level (spin up / spin down): -11.492 / -11.492 eV
- LUMO (spin up / spin down): -7.630 / -7.631 eV
- Frontier orbital gap (spin up / spin down): 3.86 / 3.86 eV

XYZ file:
```
81
Properties=species:S:1:pos:R:3:mulliken_charge:R:1
P 1.46049 1.62932 -3.12363 0.039
C 3.02964 1.57048 -2.28405 1.247
C 3.78827 0.88031 -3.27999 -0.779
H 3.25789 0.20404 -3.95538 0.342
C 5.09777 1.23799 -3.52245 -0.712
H 5.59285 0.84244 -4.40906 0.403
C 5.74014 2.12053 -2.64298 -0.426
H 6.77192 2.40111 -2.84969 0.399
C 5.06226 2.62406 -1.52661 -0.529
H 5.62070 3.27654 -0.84607 0.392
C 3.70105 2.34162 -1.30691 -0.722
H 3.19021 2.70729 -0.41241 0.433
C 0.68917 -0.00007 -2.99392 0.384
C 1.20278 -1.24131 -2.55060 -0.170
H 1.98606 -1.29156 -1.79041 0.620
C 0.67526 -2.42652 -3.08246 -0.571
H 1.10395 -3.40340 -2.83329 0.467
C -0.38535 -2.39987 -3.99723 -0.557
H -0.73411 -3.30995 -4.49234 0.442
C -1.00384 -1.17581 -4.28782 -0.805
H -1.81478 -1.11664 -5.01968 0.462
C -0.54744 -0.01357 -3.69702 -0.800
H -1.04605 0.94069 -3.88870 0.423
C 0.40749 2.92448 -2.35973 0.957
C 0.65054 3.75468 -3.48522 -0.623
H 1.41832 3.40249 -4.20736 0.220
C -0.09632 4.87854 -3.74769 -0.569
H 0.11791 5.43032 -4.66599 0.418
C -1.08585 5.25876 -2.82314 -0.603
H -1.66635 6.15556 -3.03946 0.383
C -1.29983 4.49980 -1.66860 -0.655
H -2.07190 4.84904 -0.97220 0.403
C -0.56106 3.31694 -1.40684 0.073
H -0.72515 2.79211 -0.45841 0.319
Sn 0.01390 -0.14473 3.49216 0.987
C -1.76185 -1.07854 2.42314 -1.208
C -2.09156 -1.19346 1.09783 0.462
H -2.47896 -1.48977 3.10029 0.356
C -1.31718 -0.57683 -0.12686 1.443
O -2.15310 0.54757 -0.70267 -0.691
H -1.54853 1.07074 -1.28745 0.048
C -0.06748 -0.07003 0.39532 0.269
H -1.01055 -1.34594 -0.85038 -0.268
C 0.55488 0.09037 1.54665 -1.930
Cl -0.46969 -1.20969 5.72444 -0.423
Cl 2.25644 0.88421 3.93701 -0.437
P 1.52061 -2.28464 2.56475 0.942
C 2.39747 -2.79163 4.06848 -1.254
H 1.67786 -3.20078 4.78852 0.380
H 2.86637 -1.89872 4.50182 0.331
H 3.15822 -3.53482 3.78881 0.470
C 0.48888 -3.70622 2.11760 -1.169
H 0.02027 -3.53952 1.13957 0.164
H -0.30841 -3.82322 2.86053 0.339
H 1.10066 -4.61867 2.08531 0.486
C 2.80297 -2.25410 1.28962 -1.255
H 3.31706 -1.28931 1.31866 0.391
H 2.38244 -2.37496 0.28519 0.167
H 3.53199 -3.05473 1.47192 0.530
P -3.65603 -1.93382 0.47508 1.321
C -4.35991 -3.00510 1.71868 -1.303
C -3.33582 -2.90187 -1.01634 -1.186
H -4.54888 -2.45763 2.64483 0.454
H -3.68915 -3.83826 1.94356 0.409
H -5.31255 -3.43731 1.39641 0.419
H -2.99137 -2.25993 -1.83556 0.284
H -4.23922 -3.43018 -1.35489 0.490
H -2.56300 -3.64878 -0.80312 0.397
C -4.86277 -0.66384 0.04776 -1.285
H -5.04925 -0.02658 0.91895 0.431
H -5.82265 -1.09131 -0.27164 0.468
H -4.46324 -0.04116 -0.75878 0.351
H 1.37047 0.83814 1.42783 0.852
N -2.26332 2.03107 5.55971 -0.387
C -1.13313 2.24419 4.85127 0.363
N 0.01283 2.48005 5.50570 -0.282
S -1.21028 2.21348 3.12560 -0.120
H -2.19930 1.64972 6.49468 0.278
H -3.04643 1.67691 5.00587 0.242
H 0.90694 2.38870 5.00801 0.161
H 0.04674 2.44045 6.51349 0.210
```

***

2.
A structure of composition C30H41Cl66O4PS, computed with ωB97M-V with the def2-TZVPD basis set.

## Properties
- Total charge: 0
- HOMO level: -8.432 eV
- LUMO: 0.053 eV
- Frontier orbital gap: 8.49 eV

XYZ file:
```
143
Properties=species:S:1:pos:R:3:mulliken_charge:R:1
C -1.43201 0.89268 -0.24669 -0.721
O -1.40020 -0.22379 0.58738 -0.343
C -2.13922 -1.23805 -0.05519 -0.298
C -2.85110 -2.07847 0.95572 -1.160
C -3.20715 -3.43472 0.40792 -0.310
C -3.66458 -3.35392 -1.02920 0.120
C -4.81159 -4.25642 -1.35642 -1.227
O -6.04660 -3.68366 -0.96570 -0.164
S -6.49502 -2.56908 -2.06525 0.432
O -5.89996 -1.34473 -1.68177 -0.357
O -8.09800 -2.41212 -1.73462 -0.350
P -8.41485 -1.41502 -0.34080 0.663
C -8.02059 -2.53092 1.08179 -1.243
C -10.25327 -1.25166 -0.19977 -1.143
H -1.16586 0.61854 -1.23918 0.034
H -0.75520 1.60763 0.15296 0.376
H -2.43336 1.28647 -0.30606 0.340
H -1.49775 -1.81949 -0.68175 0.277
H -2.87722 -0.75545 -0.65648 0.362
H -2.27325 -2.15515 1.83125 0.624
H -3.75673 -1.57691 1.19631 0.208
H -2.31954 -4.02132 0.40938 0.027
H -3.91057 -3.89903 1.05636 0.573
H -2.85091 -3.62522 -1.65589 0.439
H -3.94390 -2.37218 -1.32596 -0.070
H -4.79018 -4.49885 -2.39646 0.435
H -4.72113 -5.16866 -0.82607 0.452
H -8.55415 -2.21644 1.93773 0.505
H -8.26240 -3.53824 0.82075 0.372
H -6.97093 -2.47685 1.23565 0.153
H -10.78248 -1.57262 -1.06526 0.280
H -10.46323 -0.24303 0.03244 0.361
H -10.59636 -1.83602 0.61987 0.425
C 3.29304 1.99797 1.78623 0.249
Cl 3.39774 3.02783 3.22331 -0.130
Cl 3.53481 3.00599 0.36217 -0.054
Cl 4.44719 0.67705 1.87078 -0.023
H 2.30564 1.55419 1.72597 -0.054
C 4.65283 6.73642 -0.17069 0.057
Cl 3.28435 7.82831 -0.38193 -0.135
Cl 4.90690 5.76935 -1.61933 -0.041
Cl 6.11193 7.64334 0.23236 -0.033
H 4.43072 6.06863 0.64817 0.148
C -9.32263 2.44035 -2.36538 0.035
Cl -10.80805 2.78400 -1.47185 -0.122
Cl -9.04296 0.70346 -2.44897 -0.052
Cl -9.39551 3.13990 -3.98281 -0.116
H -8.49646 2.89169 -1.83696 0.174
C 1.08498 2.77592 6.10076 0.340
Cl 0.51851 1.88354 4.69056 -0.057
Cl 1.08452 4.50700 5.75639 -0.130
Cl 0.13008 2.41740 7.53474 -0.103
H 2.09799 2.48011 6.30381 -0.049
C 3.40810 0.05241 -2.44274 0.218
Cl 4.76066 -0.71681 -1.60539 -0.004
Cl 2.16344 0.49014 -1.27402 0.080
Cl 3.94081 1.49931 -3.30369 0.016
H 3.02265 -0.64847 -3.19266 -0.269
C 2.99126 0.68603 9.86020 0.010
Cl 3.57904 -0.97012 9.98653 -0.122
Cl 3.06383 1.23471 8.18245 -0.065
Cl 1.37008 0.82814 10.53103 -0.120
H 3.64995 1.31190 10.43979 0.297
C -1.61222 -5.20585 6.54155 -0.245
Cl -0.48875 -6.44510 5.98494 -0.039
Cl -1.69696 -3.85921 5.39612 -0.098
Cl -3.21303 -5.90006 6.79010 -0.074
H -1.25429 -4.82588 7.47893 0.422
C -1.21464 -6.79491 1.68464 -0.008
Cl -1.64235 -5.62968 2.92865 0.138
Cl 0.53732 -6.98261 1.55753 -0.138
Cl -1.98271 -8.35475 2.00885 -0.108
H -1.57958 -6.43027 0.73818 0.211
C 5.93395 5.97462 -5.89928 -0.015
Cl 5.78931 7.19047 -4.63254 -0.107
Cl 7.58721 5.90943 -6.51872 -0.134
Cl 5.42849 4.38424 -5.32774 -0.025
H 5.28271 6.26042 -6.70956 0.297
C 8.12623 11.49980 0.01949 0.019
Cl 8.62018 9.80752 -0.06762 -0.121
Cl 8.53529 12.34165 -1.47280 -0.053
Cl 6.40037 11.62444 0.35629 -0.124
H 8.66303 11.96599 0.82975 0.286
C -0.01413 -0.79623 -5.00152 -0.058
Cl -0.95050 -2.23996 -4.62402 -0.122
Cl -0.43680 0.49026 -3.88766 -0.069
Cl 1.71741 -1.16721 -4.93728 -0.160
H -0.25927 -0.48662 -6.00450 0.374
C 2.92032 -2.94361 2.95107 -0.266
Cl 1.73886 -4.23257 2.69333 0.007
Cl 3.17432 -2.12523 1.41056 -0.007
Cl 2.37470 -1.80897 4.19148 -0.078
H 3.84893 -3.38368 3.27797 0.323
C -6.45817 -7.97296 4.90087 -0.083
Cl -6.84354 -9.23489 6.07284 -0.110
Cl -6.20094 -6.42602 5.70509 -0.135
Cl -5.03815 -8.41349 3.95409 0.053
H -7.29380 -7.86884 4.22924 0.275
C 7.47784 3.39519 -9.43566 0.269
Cl 7.96695 1.71393 -9.62433 -0.126
Cl 7.86445 4.32144 -10.88582 -0.127
Cl 5.75618 3.50750 -9.06700 -0.129
H 8.02596 3.81898 -8.60864 0.111
C -7.39738 -11.15557 1.50121 0.022
Cl -7.91186 -10.01991 2.75124 -0.095
Cl -5.63932 -11.26042 1.43768 -0.100
Cl -8.10629 -12.74407 1.77763 -0.124
H -7.74798 -10.78995 0.54999 0.301
C 8.44672 7.40083 3.12121 0.684
Cl 7.27198 6.29253 3.82844 -0.113
Cl 8.52627 8.90226 4.04388 -0.134
Cl 10.03718 6.64711 3.01830 -0.133
H 8.12224 7.63921 2.12157 -0.294
C -4.82213 2.83053 -1.52471 -0.128
Cl -3.41935 2.11712 -2.32480 -0.054
Cl -5.54676 4.08868 -2.52772 -0.140
Cl -6.00295 1.57856 -1.13856 -0.022
H -4.49114 3.28265 -0.60270 0.327
C 9.23747 13.48757 -5.50241 0.074
Cl 9.29825 14.43144 -4.01333 -0.127
Cl 9.48738 14.52196 -6.90783 -0.126
Cl 10.42643 12.18725 -5.46386 -0.114
H 8.25751 13.04525 -5.57962 0.286
C 8.12954 -2.38613 -1.06690 -0.030
Cl 9.50563 -3.15009 -0.27419 -0.134
Cl 6.82408 -2.08901 0.07478 -0.049
Cl 8.60232 -0.86353 -1.82123 -0.089
H 7.76745 -3.05219 -1.83352 0.292
C 0.28781 -10.24050 4.73136 0.027
Cl 1.29709 -11.26051 5.75948 -0.136
Cl -1.07080 -9.58350 5.64102 -0.074
Cl 1.24306 -8.94679 4.00249 -0.079
H -0.10755 -10.85128 3.93574 0.262
C -12.68414 0.53552 -4.07876 0.850
Cl -14.16662 0.87865 -3.18640 -0.131
Cl -12.39867 -1.20384 -4.16312 -0.137
Cl -12.75745 1.23325 -5.69612 -0.126
H -11.85858 0.98859 -3.55112 -0.489
C 10.63250 1.09175 -4.26250 0.297
Cl 9.12962 1.99364 -4.46208 -0.064
Cl 11.17307 0.42872 -5.80543 -0.126
Cl 11.88222 2.11088 -3.55038 -0.125
H 10.44682 0.26905 -3.59143 0.027
```